No. 1
This record from the OMol25 dataset describes a cluster of 11 separate species, C59H60BrCl2F10N3O37 in total in a non-equilibrium geometry. The level of theory is wB97M-V/def2-TZVPD.

Element x y z (Å)
C -0.322 4.812 0.986
C -1.537 4.406 0.067
O -1.158 3.524 -1.036
C -0.746 2.285 -0.501
C -1.859 1.337 -0.155
Br -3.694 1.904 -0.536
C -1.529 0.031 0.444
C -0.095 -0.356 0.652
C 0.974 0.597 0.261
C 2.493 0.163 0.429
C 2.801 -0.859 -0.765
O 3.887 -1.338 -0.878
Cl 1.559 -1.342 -2.010
C 0.695 1.926 -0.300
C 1.760 2.978 -0.745
C 2.677 3.547 0.404
O 3.631 4.234 0.044
N 2.475 3.329 1.835
C 2.623 4.648 2.542
C 3.616 2.496 2.394
C 0.182 -1.746 1.265
O 1.132 -2.464 1.024
C -0.872 -2.247 2.320
C -0.420 -3.060 3.465
N 0.991 -3.420 3.716
C 1.508 -2.465 4.346
O 2.156 -1.821 5.064
C -1.460 -3.529 4.397
C -2.909 -3.189 4.265
C -3.827 -3.841 5.348
Cl -5.018 -2.766 6.175
C -4.601 -5.110 4.734
C -3.571 -6.068 3.983
C -3.377 -2.316 3.126
C -4.873 -1.925 2.961
C -5.268 -0.460 3.387
O -5.007 -0.109 4.761
C -4.659 0.698 2.498
N -3.291 1.069 2.909
C -2.319 -1.889 2.162
C -2.609 -1.049 0.852
O -3.580 -1.245 0.145
H 0.024 3.903 1.571
H -0.569 5.608 1.739
H 0.545 5.191 0.364
H -2.329 3.955 0.724
H -1.961 5.357 -0.375
H 3.181 1.035 0.234
H 2.675 -0.347 1.408
H 2.384 2.528 -1.576
H 1.239 3.866 -1.211
H 2.443 4.419 3.636
H 3.675 5.047 2.480
H 1.935 5.444 2.157
H 3.239 1.491 2.725
H 4.168 3.042 3.200
H 4.323 2.297 1.531
H -1.108 -4.182 5.247
H -3.177 -4.288 6.161
H -5.481 -4.818 4.105
H -4.937 -5.694 5.648
H -3.953 -7.129 3.899
H -3.352 -5.667 2.950
H -2.615 -6.144 4.586
H -5.563 -2.634 3.510
H -5.157 -2.037 1.868
H -6.393 -0.383 3.252
H -5.873 -0.167 5.206
H -4.784 0.464 1.410
H -5.310 1.610 2.693
H -3.223 2.011 3.284
H -2.848 0.374 3.509
O 5.456 5.745 5.972
C 6.164 5.291 5.132
O 7.502 5.101 5.276
C 7.951 4.420 4.106
C 6.900 4.779 3.103
F 6.715 3.776 2.207
O 5.732 4.900 3.893
H 7.991 3.346 4.306
H 8.941 4.758 3.811
H 7.085 5.717 2.573
O 0.557 -2.074 -8.613
C 1.052 -1.572 -7.654
O 2.235 -1.966 -7.110
C 2.542 -1.038 -6.073
C 1.191 -0.493 -5.726
F 1.273 0.796 -5.321
O 0.501 -0.535 -6.961
H 3.218 -0.271 -6.460
H 3.021 -1.534 -5.229
H 0.646 -1.080 -4.982
O 10.051 4.143 1.905
C 9.790 3.787 0.798
O 8.733 4.247 0.078
C 8.846 3.686 -1.226
C 9.681 2.467 -0.975
F 10.463 2.181 -2.043
O 10.510 2.864 0.101
H 9.337 4.403 -1.889
H 7.866 3.445 -1.636
H 9.109 1.580 -0.690
O -8.031 -0.891 1.646
C -7.859 -0.397 0.577
O -8.510 -0.780 -0.554
C -8.129 0.133 -1.578
C -6.815 0.648 -1.072
F -6.613 1.933 -1.457
O -6.979 0.618 0.332
H -8.884 0.919 -1.663
H -8.037 -0.371 -2.540
H -5.953 0.038 -1.356
O 7.230 2.549 8.748
C 6.437 1.981 8.073
O 5.476 1.145 8.556
C 4.655 0.777 7.453
C 5.572 0.995 6.287
F 4.880 1.377 5.184
O 6.377 2.076 6.709
H 3.775 1.425 7.422
H 4.325 -0.258 7.536
H 6.205 0.138 6.045
O -4.974 -4.246 -11.516
C -4.077 -4.206 -10.739
O -3.174 -3.186 -10.663
C -2.352 -3.449 -9.527
C -2.496 -4.933 -9.365
F -2.409 -5.292 -8.064
O -3.815 -5.177 -9.816
H -2.732 -2.893 -8.667
H -1.321 -3.148 -9.710
H -1.791 -5.521 -9.958
O 2.989 4.019 -5.935
C 3.248 4.586 -4.924
O 2.345 4.852 -3.940
C 3.075 5.417 -2.853
C 4.294 5.963 -3.535
F 5.376 5.911 -2.720
O 4.490 5.060 -4.606
H 3.313 4.635 -2.131
H 2.495 6.192 -2.351
H 4.176 6.977 -3.926
O -1.069 -3.405 -15.076
C -1.040 -2.494 -14.314
O -0.011 -2.246 -13.454
C -0.295 -1.003 -12.819
C -1.784 -0.908 -12.960
F -2.181 0.384 -13.076
O -2.035 -1.568 -14.185
H 0.229 -0.199 -13.342
H 0.026 -1.012 -11.777
H -2.343 -1.396 -12.159
O -1.966 -4.753 -4.971
C -2.225 -4.643 -3.817
O -2.753 -3.519 -3.254
C -3.038 -3.834 -1.895
C -2.107 -4.978 -1.629
F -2.638 -5.844 -0.732
O -2.025 -5.622 -2.886
H -4.090 -4.118 -1.801
H -2.847 -2.981 -1.246
H -1.106 -4.679 -1.305
O -6.495 -5.449 8.228
C -6.226 -4.876 9.236
O -7.113 -4.643 10.241
C -6.379 -4.061 11.312
C -5.194 -3.475 10.604
F -4.094 -3.496 11.395
O -4.991 -4.366 9.525
H -6.099 -4.838 12.027
H -6.972 -3.306 11.829
H -5.353 -2.464 10.220

Gap between HOMO and LUMO   7.637 eV
Max |F|   3.32 eV Å⁻¹
SMILES string   CCOc1c(Br)c2c(c(CC(=O)Cl)c1CC(=O)N(C)C)C(=O)c1c(N=C=O)cc([C@@H](Cl)CC)c(C[C@@H](O)CN)c1C2=O.O=C1OC[C@@H](F)O1.O=C1OC[C@@H](F)O1.O=C1OC[C@@H](F)O1.O=C1OC[C@@H](F)O1.O=C1OC[C@@H](F)O1.O=C1OC[C@@H](F)O1.O=C1OC[C@@H](F)O1.O=C1OC[C@@H](F)O1.O=C1OC[C@@H](F)O1.O=C1OC[C@@H](F)O1
HOMO energy   -9.3 eV
Charge   0

These are the Mulliken partial charges, in e, on atoms 1 to 99: atom 1 (C): -0.70, atom 2 (C): -0.37, atom 3 (O): -0.61, atom 4 (C): -0.01, atom 5 (C): 0.06, atom 6 (Br): 0.10, atom 7 (C): 1.12, atom 8 (C): -0.17, atom 9 (C): 1.27, atom 10 (C): -0.44, atom 11 (C): 0.16, atom 12 (O): -0.49, atom 13 (Cl): -0.07, atom 14 (C): -0.66, atom 15 (C): -1.35, atom 16 (C): -0.09, atom 17 (O): -0.73, atom 18 (N): 0.62, atom 19 (C): -0.81, atom 20 (C): -0.47, atom 21 (C): -0.20, atom 22 (O): -0.61, atom 23 (C): 0.13, atom 24 (C): -0.17, atom 25 (N): -0.60, atom 26 (C): 0.64, atom 27 (O): -0.44, atom 28 (C): -0.75, atom 29 (C): 0.61, atom 30 (C): -0.48, atom 31 (Cl): -0.15, atom 32 (C): -0.41, atom 33 (C): -0.85, atom 34 (C): 0.27, atom 35 (C): -0.76, atom 36 (C): -0.73, atom 37 (O): -0.58, atom 38 (C): 0.29, atom 39 (N): -0.18, atom 40 (C): 1.20, atom 41 (C): -0.78, atom 42 (O): -0.32, atom 43 (H): 0.24, atom 44 (H): 0.43, atom 45 (H): 0.06, atom 46 (H): 0.23, atom 47 (H): 0.38, atom 48 (H): 0.14, atom 49 (H): 0.45, atom 50 (H): 0.69, atom 51 (H): 0.77, atom 52 (H): 0.31, atom 53 (H): 0.27, atom 54 (H): 0.27, atom 55 (H): -0.05, atom 56 (H): 0.32, atom 57 (H): 0.29, atom 58 (H): 0.35, atom 59 (H): 0.41, atom 60 (H): 0.22, atom 61 (H): 0.31, atom 62 (H): 0.42, atom 63 (H): 0.12, atom 64 (H): 0.21, atom 65 (H): 0.23, atom 66 (H): 0.38, atom 67 (H): 0.99, atom 68 (H): 0.47, atom 69 (H): -1.01, atom 70 (H): 0.46, atom 71 (H): 0.27, atom 72 (H): 0.17, atom 73 (O): -0.54, atom 74 (C): 0.53, atom 75 (O): -0.36, atom 76 (C): -0.30, atom 77 (C): 0.40, atom 78 (F): -0.26, atom 79 (O): -0.15, atom 80 (H): 0.26, atom 81 (H): 0.28, atom 82 (H): 0.22, atom 83 (O): -0.52, atom 84 (C): 0.55, atom 85 (O): -0.32, atom 86 (C): -0.38, atom 87 (C): 0.53, atom 88 (F): -0.26, atom 89 (O): -0.29, atom 90 (H): 0.28, atom 91 (H): 0.28, atom 92 (H): 0.11, atom 93 (O): -0.53, atom 94 (C): 0.62, atom 95 (O): -0.25, atom 96 (C): -0.41, atom 97 (C): 0.36, atom 98 (F): -0.29, atom 99 (O): -0.30

=====

No. 2
This record from the OMol25 dataset describes a structure of composition C16H13F5N4SSbSe4Ti in a non-equilibrium geometry. The level of theory is wB97M-V/def2-TZVPD.

Element x y z (Å)
Ti 0.650 0.192 -0.780
C -0.586 -3.539 3.986
C -0.561 -3.825 2.491
N 0.582 -3.232 1.821
C 0.612 -1.949 1.420
S 2.053 -1.400 0.584
N -0.419 -1.195 1.694
N -0.239 0.038 1.129
C -0.651 1.088 1.740
C -1.328 1.036 3.067
C -0.243 2.352 1.085
C -0.670 3.599 1.501
C -0.178 4.730 0.864
C 0.741 4.589 -0.155
C 1.113 3.313 -0.531
N 0.643 2.222 0.071
H -1.461 -4.002 4.447
H -0.634 -2.464 4.157
H 0.308 -3.930 4.474
H -1.462 -3.432 2.021
H -0.528 -4.899 2.302
H 1.395 -3.784 1.614
H -1.900 0.115 3.138
H -1.999 1.881 3.193
H -0.581 1.041 3.865
H -1.422 3.682 2.267
H -0.537 5.709 1.150
H 1.137 5.443 -0.685
H 1.803 3.150 -1.349
Se -4.126 2.213 0.721
Sb -3.745 2.560 -1.615
Se -2.353 4.380 -2.282
Se -5.120 1.460 -3.194
Se -1.313 0.396 -1.854
F 0.535 -3.304 -2.047
C 1.169 -2.396 -2.808
C 1.303 -1.092 -2.388
C 1.971 -0.262 -3.242
F 2.110 1.036 -2.784
C 2.488 -0.607 -4.471
F 3.131 0.260 -5.258
C 2.320 -1.924 -4.863
F 2.805 -2.340 -6.039
C 1.663 -2.819 -4.030
F 1.524 -4.089 -4.430

Relative energy (zero: lowest compared OMol25 entry of this formula, charge and spin)   0.723 eV
Gap between HOMO and LUMO   5.861 eV
Max |F|   1.25 eV Å⁻¹
HOMO energy   -4.7 eV
Charge   -1

Per-atom natural (NBO) charges, elementary charge units: atom 1 (Ti): 0.97, atom 2 (C): -0.61, atom 3 (C): -0.22, atom 4 (N): -0.59, atom 5 (C): 0.33, atom 6 (S): -0.28, atom 7 (N): -0.44, atom 8 (N): -0.28, atom 9 (C): 0.30, atom 10 (C): -0.68, atom 11 (C): 0.19, atom 12 (C): -0.20, atom 13 (C): -0.12, atom 14 (C): -0.23, atom 15 (C): 0.08, atom 16 (N): -0.50, atom 17 (H): 0.21, atom 18 (H): 0.22, atom 19 (H): 0.20, atom 20 (H): 0.22, atom 21 (H): 0.19, atom 22 (H): 0.41, atom 23 (H): 0.26, atom 24 (H): 0.24, atom 25 (H): 0.23, atom 26 (H): 0.24, atom 27 (H): 0.23, atom 28 (H): 0.23, atom 29 (H): 0.21, atom 30 (Se): -0.75, atom 31 (Sb): 1.10, atom 32 (Se): -0.73, atom 33 (Se): -0.65, atom 34 (Se): -0.25, atom 35 (F): -0.32, atom 36 (C): 0.38, atom 37 (C): -0.44, atom 38 (C): 0.33, atom 39 (F): -0.34, atom 40 (C): 0.25, atom 41 (F): -0.30, atom 42 (C): 0.26, atom 43 (F): -0.30, atom 44 (C): 0.25, atom 45 (F): -0.30

=====

No. 3
This record from the OMol25 dataset describes the molecule C3H4N4 in a non-equilibrium geometry. The level of theory is wB97M-V/def2-TZVPD.

Element x y z (Å)
C -0.312 -1.175 -0.474
C -0.599 -0.125 -1.119
N 0.306 1.021 -0.785
N 0.249 1.232 0.593
C 0.499 0.542 1.624
N 1.044 -0.865 1.521
N 0.641 -1.560 0.512
H -0.786 -1.882 -0.988
H -0.959 0.069 -2.267
H -0.392 1.814 -1.274
H 0.310 0.928 2.658

Relative energy (zero: lowest compared OMol25 entry of this formula, charge and spin)   6.994 eV
Gap between HOMO and LUMO   8.013 eV
Max |F|   7.77 eV Å⁻¹
SMILES string   C1=CNN=CN=N1
HOMO energy   -8.7 eV
Charge   0

Per-atom natural (NBO) charges, elementary charge units: atom 1 (C): -0.17, atom 2 (C): 0.00, atom 3 (N): -0.44, atom 4 (N): -0.27, atom 5 (C): 0.14, atom 6 (N): -0.14, atom 7 (N): -0.12, atom 8 (H): 0.21, atom 9 (H): 0.23, atom 10 (H): 0.35, atom 11 (H): 0.21

=====

No. 4
This record from the OMol25 dataset describes a cluster of 2 separate species, C2H7S in total in a non-equilibrium geometry. The level of theory is wB97M-V/def2-TZVPD.

Element x y z (Å)
C -0.560 -3.880 -1.290
H -0.063 -2.910 -1.310
H -0.062 -4.373 -2.129
H -0.226 -4.338 -0.353
H -1.622 -4.097 -1.324
C 1.186 1.566 -0.223
S -0.307 1.554 0.956
H 1.144 2.565 -0.645
H 0.965 0.830 -0.999
H 2.188 1.389 0.179

Relative energy (zero: lowest compared OMol25 entry of this formula, charge and spin)   0.853 eV
Gap between HOMO and LUMO   5.515 eV
Max |F|   1.74 eV Å⁻¹
HOMO energy   -1.9 eV
Charge   -1

Per-atom natural (NBO) charges, elementary charge units: atom 1 (C): -0.86, atom 2 (H): 0.24, atom 3 (H): 0.20, atom 4 (H): 0.21, atom 5 (H): 0.22, atom 6 (C): -0.73, atom 7 (S): -0.78, atom 8 (H): 0.18, atom 9 (H): 0.17, atom 10 (H): 0.16